Record 1
Below is C4H12N4 as an isolated structure, with properties calculated with ωB97M-V/def2-TZVPD.

Last column: Löwdin charge in e.
Positions of all 20 atoms, in Å:
C  1.3102  -0.8106  1.0366  -0.34
N  2.3301  0.9986  0.6406  -0.12
N  0.1536  -0.0738  0.5864  -0.14
H  -1.6628  0.3254  1.8524  0.04
H  0.3835  1.2058  -2.0351  0.05
H  1.0534  -1.9597  1.1932  0.15
N  2.4384  -0.3384  1.1012  -0.01
H  -0.1711  -0.1633  -2.8268  0.07
H  1.2306  1.3965  0.0292  0.21
H  -0.3660  -0.4797  2.6718  0.09
H  -2.1131  -0.4039  -2.0782  0.12
H  2.5944  1.8158  1.3317  0.10
H  -2.4919  -0.3161  -0.2830  0.10
H  -1.7911  1.0712  -1.0775  0.06
C  -1.7155  0.0161  -1.0764  -0.17
C  -0.9192  -0.4018  1.7011  -0.08
C  0.3701  0.1697  -1.9844  -0.11
H  -1.5920  -1.2964  1.6807  0.08
N  -0.3879  -0.3675  -0.9040  -0.25
H  1.3465  -0.3878  -1.5594  0.14

The energy above the lowest of the compared OMol25 structures with the same formula, charge and spin comes out at 732.5 kJ/mol. The calculation puts the LUMO energy at 0.0323 Ha. Its total energy is -10295.6801 eV. Its net charge is 0. Its multiplicity is 1. The orbital gap comes out at 8.854 eV.

---

Record 2
Below is a 2-piece molecular cluster, C4H12N5 overall, with properties calculated with ωB97M-V/def2-TZVPD.

Last column: Löwdin charge in e.
Positions of all 21 atoms, in Å:
H  -1.3831  2.3656  -3.2981  0.12
N  -1.2598  -1.2870  0.4693  -0.09
C  -2.5518  -0.7443  0.4432  -0.17
H  3.1371  0.0460  2.7467  0.08
N  2.6692  -1.8865  0.8951  0.05
H  1.5231  0.8096  2.3094  0.10
H  -1.3201  -2.2352  -0.0091  0.16
H  0.3680  2.8544  -2.8298  0.13
C  -0.6558  2.5826  -2.4520  -0.07
H  2.2233  -2.5678  0.3389  0.09
N  -0.2691  -0.4521  -0.2092  0.05
H  0.7355  -0.4706  0.1707  0.09
C  -0.5114  0.4782  -1.0114  -0.06
H  -1.1665  3.4433  -1.8587  0.13
H  -2.9304  -0.8463  -0.6334  0.10
H  -2.5869  0.3668  0.7703  0.11
C  2.4021  0.1541  1.9342  -0.02
N  2.0692  -0.7016  1.0224  -0.17
N  -0.6958  1.4836  -1.6211  0.12
H  3.4067  -2.2042  1.4796  0.10
H  -3.2036  -1.1885  1.3427  0.14

The energy above the lowest of the compared OMol25 structures with the same formula, charge and spin comes out at 408.3 kJ/mol. The calculation puts the LUMO energy at -0.1236 Ha. Its total energy is -11781.7643 eV. Its net charge is +1. Its multiplicity is 1. The orbital gap comes out at 9.171 eV.

---

Record 3
Below is a 2-piece molecular cluster, C4H12N5S overall, with properties calculated with ωB97M-V/def2-TZVPD.

Last column: Löwdin charge in e.
Positions of all 22 atoms, in Å:
S  1.3434  -1.6787  -2.8827  0.71
H  1.6055  1.5620  0.9753  0.15
C  -1.3658  -1.6747  1.4641  -0.08
H  -0.6941  1.8460  -2.4395  0.14
C  0.5098  1.9323  -0.6259  -0.42
N  0.1369  -0.0286  0.5635  -0.06
H  2.0691  3.2352  -0.3572  0.14
H  -2.3001  -1.7619  2.0100  0.08
H  0.9296  -0.6727  0.8228  0.15
N  1.1775  3.0819  -0.8752  0.17
C  -0.9212  -0.1411  1.5666  -0.21
H  -0.0455  -3.5404  -0.0757  0.08
H  -1.7829  0.6307  1.4255  0.15
H  -0.6274  -2.2857  1.9617  0.07
N  0.8596  1.2263  0.4395  0.09
H  -1.6447  -2.0115  0.5086  0.03
N  -0.3387  1.5306  -1.5663  0.23
N  0.1634  -2.9392  -0.8205  0.14
H  1.1802  3.6297  -1.7453  0.14
H  -0.6594  0.6204  -1.2861  0.09
H  -0.4627  -0.1218  2.5648  0.11
C  0.8678  -2.4388  -1.6282  -0.91

The energy above the lowest of the compared OMol25 structures with the same formula, charge and spin comes out at 1.4 kJ/mol. The calculation puts the LUMO energy at -0.1058 Ha. Its total energy is -22620.7021 eV. Its net charge is +1. Its multiplicity is 1. The orbital gap comes out at 9.574 eV.

---

Record 4
Below is an isolated ion of composition C4H12NO and charge +1, with properties calculated with ωB97M-V/def2-TZVPD.

Last column: Löwdin charge in e.
Positions of all 18 atoms, in Å:
H  0.1437  -1.1109  1.2272  0.14
C  -2.1196  -0.0114  0.0413  -0.01
H  3.1108  0.4344  0.0778  0.10
H  0.4019  1.9749  -0.5404  0.18
H  -2.3866  0.8446  0.6590  0.08
H  -2.7984  -0.1188  -0.7647  0.08
N  -0.1120  1.4725  0.1823  0.23
H  -0.1763  -1.9173  -0.2166  0.13
C  -0.6224  0.1423  -0.3947  -0.28
H  -0.8880  1.9522  0.5091  0.12
H  1.7228  -0.8881  -1.3405  0.13
O  2.1780  0.2944  0.2194  -0.09
H  -0.7600  0.2016  -1.4665  0.15
H  2.1730  -1.7649  0.2709  0.13
C  1.6692  -0.9643  -0.2604  -0.18
H  -2.3041  -0.8383  0.7287  0.09
C  0.1956  -0.9895  0.1471  -0.16
H  0.5725  1.2866  0.9212  0.15

The energy above the lowest of the compared OMol25 structures with the same formula, charge and spin comes out at 92.1 kJ/mol. The calculation puts the LUMO energy at -0.1150 Ha. Its total energy is -7873.3368 eV. Its net charge is +1. The SMILES is C[C@@H]([NH3+])CCO. Its multiplicity is 1. The orbital gap comes out at 11.941 eV.

---

Record 5
Below is a 2-piece molecular cluster, C4H12NO overall, with properties calculated with ωB97M-V/def2-TZVPD.

Last column: Löwdin charge in e.
Positions of all 18 atoms, in Å:
N  0.1547  0.2129  1.3654  0.04
C  0.9601  1.1202  -0.8256  -0.26
H  0.3408  0.7582  2.2106  0.20
H  -1.1341  -1.3732  1.3136  0.13
C  0.6790  2.2512  -1.8154  -0.08
C  -0.1451  1.0063  0.1882  -0.20
O  -1.7706  -3.8250  0.5277  -0.07
H  1.2617  0.1009  -1.1531  0.13
H  -0.4934  2.0250  0.4994  0.15
H  0.9254  3.2363  -1.4579  0.08
H  1.9737  1.2841  -0.4115  0.12
H  -2.3256  -4.5851  0.3092  0.05
H  -0.9426  -4.2299  0.8017  0.03
H  1.5005  2.0235  -2.5307  0.10
H  0.4905  -1.7551  2.0837  0.12
H  -0.2758  2.0455  -2.3281  0.09
C  -0.0893  -1.0523  1.5068  0.21
H  -1.1099  0.7565  -0.2843  0.15

The energy above the lowest of the compared OMol25 structures with the same formula, charge and spin comes out at 335.2 kJ/mol. The calculation puts the LUMO energy at -0.2321 Ha. Its total energy is -7870.8166 eV. Its net charge is +1. Its multiplicity is 1. The orbital gap comes out at 8.701 eV.

---

Record 6
Below is an isolated ion of composition C4H12NO and charge +1, with properties calculated with ωB97M-V/def2-TZVPD.

Last column: Löwdin charge in e.
Positions of all 18 atoms, in Å:
H  1.5310  -0.1741  1.0371  0.14
H  -1.3062  -1.9654  -1.9840  0.09
O  -0.9498  -1.6426  -1.1763  -0.09
H  -1.3939  -0.5740  0.4197  0.17
H  -0.5343  -1.6553  1.1874  0.15
H  1.1047  2.4210  0.6594  0.10
C  0.5815  0.2810  0.6924  -0.21
C  0.3222  -1.0544  -1.4981  -0.22
C  0.4002  1.7375  1.1924  -0.09
H  -0.6988  0.7520  -0.9079  0.09
H  0.8318  1.1194  -1.5288  0.12
C  0.2863  0.3823  -0.9579  -0.09
H  -0.6641  2.0774  0.9004  0.10
H  1.1647  -1.8099  -1.1644  0.17
H  0.3431  2.1352  2.2760  0.11
H  0.5102  -1.0229  -2.5591  0.11
N  -0.6632  -0.6421  1.2299  0.19
H  -0.8656  -0.3651  2.1818  0.15

The energy above the lowest of the compared OMol25 structures with the same formula, charge and spin comes out at 192.8 kJ/mol. The calculation puts the LUMO energy at -0.1139 Ha. Its total energy is -7872.2923 eV. Its net charge is +1. The SMILES is C[C@@H]([NH3+])CCO. Its multiplicity is 1. The orbital gap comes out at 12.073 eV.